1.
{
  "formula": "C5H8N2S2",
  "method": "wB97M-V/def2-TZVPD",
  "symbols": ["C", "C", "C", "C", "C", "N", "N", "S", "S", "H", "H", "H", "H", "H", "H", "H", "H"],
  "positions_angstrom": [[0.521340, 0.944767, 0.709838], [-0.631022, 1.297155, 0.141593], [-0.528218, -0.883175, -0.139878], [-2.577477, 0.310315, -1.015180], [1.783893, -1.220317, 0.788390], [0.602020, -0.460065, 0.553660], [-1.272259, 0.232103, -0.434421], [4.126447, 0.769869, -0.100422], [3.057857, -0.783899, -0.682028], [1.132648, 1.699021, 1.331260], [-0.962269, 2.240195, 0.295469], [-3.160259, -0.437604, -0.401507], [-2.853884, 1.418358, -0.896550], [-2.469528, 0.265031, -2.200415], [2.347734, -1.127879, 1.668841], [-0.751801, -1.958784, -0.135608], [1.634786, -2.305087, 0.516954]],
  "forces_ev_per_a": [[0.9, -0.4, 1.2], [0.8, -1.5, -0.3], [1.8, 1.3, 1.6], [-0.2, 1.3, -1.7], [1.0, -2.1, -3.7], [-1.5, 1.2, -0.3], [2.0, -1.0, 1.3], [0.2, 0.8, 0.4], [-1.2, -1.0, 0.7], [-0.5, -2.2, -1.3], [-1.7, 2.6, -0.5], [-0.3, 1.0, -1.6], [-0.3, -1.9, 0.3], [-0.7, -0.8, 2.6], [0.1, 0.7, 1.4], [-0.2, 0.9, -0.7], [-0.3, 1.1, 0.6]],
  "orbital_gap_ev": 5.3,
  "total_charge": 0,
  "lumo_energy_ev": -0.30,
  "de_lowest_kj_mol": 249.3
}


2.
{
  "formula": "C5H10N2",
  "method": "wB97M-V/def2-TZVPD",
  "symbols": ["C", "C", "N", "C", "C", "C", "N", "H", "H", "H", "H", "H", "H", "H", "H", "H", "H"],
  "positions_angstrom": [[0.884304, -1.249762, -2.192575], [1.151685, -0.235605, -1.158900], [0.193099, 0.598930, -0.818814], [0.514452, 1.274400, 0.437601], [-0.194626, 0.671052, 1.642010], [-1.572885, 0.129158, 1.590813], [-0.422129, -0.764214, 1.714008], [1.701271, -1.210321, -2.919037], [-0.095233, -1.251921, -2.690070], [1.026924, -2.197197, -1.652500], [1.571000, 0.920678, 0.397525], [-0.723947, 0.704202, -1.267194], [0.359007, 2.363256, 0.407210], [0.145492, 1.102131, 2.583238], [-2.215044, 0.162810, 2.469102], [-2.113740, 0.170497, 0.644932], [-0.209630, -1.188094, 0.812652]],
  "forces_ev_per_a": [[-0.1, -0.1, -0.2], [-0.3, -0.2, -0.3], [0.3, -0.4, -0.1], [0.1, -0.1, 0.0], [0.1, 0.2, 0.0], [-0.2, 0.1, 0.0], [0.1, -0.2, -0.1], [-0.2, -0.1, 0.0], [0.0, 0.0, -0.1], [-0.1, 0.0, -0.3], [-0.3, 1.2, 1.1], [0.2, -0.2, 0.1], [0.2, -0.3, -0.1], [-0.1, 0.0, -0.2], [0.1, 0.1, -0.2], [0.1, 0.0, 0.1], [0.0, 0.0, 0.1]],
  "orbital_gap_ev": 9.0,
  "total_charge": 0,
  "lumo_energy_ev": 0.98,
  "de_lowest_kj_mol": 340.3
}


3.
{
  "formula": "C19H45ClLiN3O9",
  "method": "wB97M-V/def2-TZVPD",
  "symbols": ["Li", "Cl", "C", "O", "O", "O", "C", "O", "C", "C", "N", "C", "C", "O", "C", "H", "H", "H", "H", "H", "H", "H", "H", "H", "H", "H", "H", "H", "H", "H", "C", "O", "C", "C", "N", "C", "C", "O", "C", "H", "H", "H", "H", "H", "H", "H", "H", "H", "H", "H", "H", "H", "H", "H", "C", "O", "C", "C", "N", "C", "C", "O", "C", "H", "H", "H", "H", "H", "H", "H", "H", "H", "H", "H", "H", "H", "H", "H"],
  "positions_angstrom": [[1.083629, 0.619733, 0.279080], [2.611089, 1.245107, -1.547031], [-0.382256, -0.970655, 1.376311], [0.672464, -0.433682, 1.955719], [-0.991975, -1.963265, 1.880097], [-0.801796, -0.364514, 0.288191], [-9.568405, -0.985504, 1.167055], [-8.886797, -0.224461, 0.208473], [-7.485717, -0.323942, 0.338842], [-6.790929, 0.635381, -0.615585], [-5.364355, 0.566562, -0.387916], [-4.638541, 1.541219, -1.209338], [-3.148705, 1.516441, -0.932475], [-2.569076, 2.495947, -1.778525], [-1.160113, 2.331228, -1.855465], [-9.141185, -1.987829, 1.281410], [-10.606108, -1.077556, 0.841322], [-9.574873, -0.486405, 2.145562], [-7.164192, -1.339877, 0.085473], [-7.124228, -0.083782, 1.349637], [-7.190400, 1.661078, -0.542236], [-7.013273, 0.314795, -1.639812], [-5.173551, 0.793239, 0.583664], [-4.979350, 2.577341, -1.027724], [-4.841983, 1.324413, -2.260525], [-2.696008, 0.538663, -1.118145], [-2.956736, 1.787683, 0.114352], [-0.765668, 3.194825, -2.389477], [-0.870057, 1.386443, -2.318090], [-0.715750, 2.357993, -0.856209], [6.745588, -5.513686, -4.389834], [5.977106, -4.568784, -3.702578], [5.477162, -3.560664, -4.570717], [4.512289, -2.675493, -3.820086], [3.223058, -3.332333, -3.646348], [2.233737, -2.417344, -3.028775], [2.298019, -2.364727, -1.513504], [2.296622, -3.694568, -1.016010], [1.965575, -3.715317, 0.351981], [6.961563, -6.330262, -3.705463], [7.700112, -5.079765, -4.740309], [6.242592, -5.866980, -5.299885], [4.955544, -4.019587, -5.421623], [6.340943, -2.983552, -4.937159], [4.348828, -1.743965, -4.364579], [5.001206, -2.418471, -2.865413], [3.344332, -4.050422, -2.933422], [1.226327, -2.702039, -3.322881], [2.442171, -1.388204, -3.338838], [1.408445, -1.788994, -1.235983], [3.138545, -1.820651, -1.068054], [1.912656, -4.747966, 0.706753], [1.014716, -3.217588, 0.571102], [2.735556, -3.227434, 0.970874], [5.644917, 2.706387, 2.456519], [4.364229, 3.203294, 2.695298], [3.340511, 2.415707, 2.084384], [1.995514, 2.921434, 2.531974], [0.943241, 2.256067, 1.787538], [-0.390054, 2.818236, 1.988034], [-0.971059, 2.653084, 3.373056], [-0.570145, 3.694572, 4.235173], [-1.131484, 3.544916, 5.515515], [6.060240, 3.079724, 1.512962], [5.675746, 1.606593, 2.427817], [6.300627, 2.970200, 3.293425], [3.440739, 1.354684, 2.355910], [3.445825, 2.458528, 0.992550], [1.926656, 4.008205, 2.412209], [1.884010, 2.750527, 3.616590], [0.847305, 1.260029, 2.071620], [-1.026675, 2.258526, 1.297099], [-0.405664, 3.862580, 1.661331], [-0.692437, 1.671203, 3.782104], [-2.071038, 2.597321, 3.260735], [-2.224997, 3.667476, 5.469120], [-0.716920, 4.290660, 6.189153], [-0.936936, 2.532226, 5.894001]],
  "forces_ev_per_a": [[-0.4, -0.3, -0.2], [-0.1, -0.1, 0.2], [-1.2, 0.0, 0.2], [0.6, -0.1, -0.1], [0.6, 0.5, -0.4], [0.8, 0.1, 0.1], [-0.3, 0.1, 0.1], [0.0, 0.1, 0.0], [0.5, 0.3, -0.3], [-0.2, -0.2, -0.3], [0.1, 0.5, -0.2], [-0.1, 0.0, 0.2], [0.0, 0.1, -0.3], [0.0, -0.1, -0.1], [0.1, 0.4, 0.5], [0.0, 0.0, 0.0], [0.0, 0.0, 0.0], [0.1, -0.1, 0.0], [0.1, 0.0, 0.2], [-0.4, -0.1, 0.1], [-0.1, -0.1, 0.3], [0.1, 0.0, 0.0], [0.1, -0.2, 0.0], [-0.1, -0.1, -0.1], [0.1, -0.1, 0.0], [-0.1, -0.1, 0.2], [0.0, -0.2, 0.0], [0.0, -0.2, -0.2], [0.0, 0.0, -0.1], [0.0, -0.1, 0.0], [0.3, 0.4, -0.2], [-0.3, -0.2, -0.1], [0.2, 0.2, -0.1], [0.1, -0.2, 0.3], [-0.2, 0.2, 0.5], [0.9, 0.3, 0.2], [-0.4, 0.1, 0.0], [-0.3, 0.0, -0.1], [0.1, 0.0, 0.8], [0.0, -0.1, -0.1], [0.0, 0.0, 0.2], [-0.2, -0.2, 0.2], [0.1, 0.0, 0.0], [-0.1, 0.1, -0.1], [0.1, 0.0, -0.1], [-0.1, 0.2, -0.1], [0.0, -0.2, -0.3], [0.0, -0.1, -0.1], [-0.3, -0.1, -0.3], [-0.1, -0.2, 0.4], [0.2, 0.0, -0.4], [-0.1, -0.1, -0.3], [0.0, 0.0, -0.1], [0.0, 0.1, -0.2], [0.3, -0.5, 0.1], [-0.2, -0.2, 0.4], [0.3, -0.1, -0.5], [-0.3, 0.0, 0.5], [-0.3, 0.3, 0.0], [0.5, -0.4, -0.6], [-0.5, -0.5, -0.4], [0.0, 0.4, 0.4], [-0.2, -0.4, -0.4], [0.0, 0.0, 0.0], [-0.2, 0.1, -0.2], [-0.1, 0.3, -0.1], [0.1, 0.1, 0.1], [-0.2, 0.1, 0.0], [0.0, 0.0, -0.3], [0.2, 0.0, 0.0], [0.2, -0.1, 0.1], [-0.1, 0.0, 0.1], [0.0, 0.1, 0.2], [0.2, 0.1, 0.0], [0.0, 0.4, 0.3], [0.0, 0.0, 0.1], [0.1, 0.0, 0.0], [0.1, 0.1, 0.2]],
  "orbital_gap_ev": 4.9,
  "total_charge": -2,
  "lumo_energy_ev": 3.90,
  "de_lowest_kj_mol": 0.0
}


4.
{
  "formula": "C5H7NO2PS",
  "method": "wB97M-V/def2-TZVPD",
  "symbols": ["C", "C", "C", "C", "C", "N", "O", "O", "P", "S", "H", "H", "H", "H", "H", "H", "H"],
  "positions_angstrom": [[-1.477316, 0.487359, 1.043904], [-2.361789, 1.212778, 0.160049], [-1.289869, -0.824201, -0.893471], [-0.846949, -0.658242, 0.375187], [0.114678, -1.390141, 1.039648], [1.560864, 0.482769, -1.471786], [2.584938, 1.654156, 0.727253], [3.813210, -0.351140, -0.146278], [2.531413, 0.378184, -0.042050], [-2.471895, 0.376887, -1.311129], [-1.144443, 0.997590, 1.960738], [-3.042484, 2.031626, 0.337056], [-1.099743, -1.580776, -1.520070], [0.576423, -0.975937, 1.963223], [0.509197, -2.354270, 0.610151], [0.680874, 0.963339, -1.159994], [1.362886, -0.449977, -1.672425]],
  "forces_ev_per_a": [[-1.4, 2.6, -2.5], [1.8, -2.5, 1.9], [-2.1, 2.9, 1.2], [-0.4, 1.5, 1.8], [3.3, -1.0, 0.6], [0.6, 2.2, 2.5], [-1.3, -0.6, -0.2], [-0.8, -1.2, -0.5], [0.6, 1.7, -0.1], [-0.2, -0.2, -0.8], [-0.2, -0.9, -0.3], [0.3, 0.1, 0.2], [0.8, -2.5, -2.3], [-0.6, -0.7, -0.6], [-0.4, 1.1, 0.6], [0.9, -0.7, -0.6], [-0.8, -1.9, -0.8]],
  "orbital_gap_ev": 5.6,
  "total_charge": -1,
  "lumo_energy_ev": 3.02,
  "de_lowest_kj_mol": 9.6
}


5.
{
  "formula": "C4H7GaO",
  "method": "wB97M-V/def2-TZVPD",
  "symbols": ["C", "C", "C", "O", "Ga", "H", "H", "H", "H", "C", "H", "H", "H"],
  "positions_angstrom": [[1.168253, -0.444366, -0.334917], [-0.325925, -0.174234, -0.516473], [-1.230858, -0.039451, 0.614970], [-1.883572, -1.130941, 1.097947], [-1.792631, -2.008717, -0.419205], [1.484617, -1.021366, 0.544756], [-0.760300, -0.372159, -1.504203], [1.687639, -0.631689, -1.282582], [-1.902864, 0.830507, 0.562780], [0.979100, 1.021852, 0.013814], [1.553291, 1.301818, 0.900724], [1.220464, 1.714393, -0.797905], [-0.197215, 0.954355, 1.120295]],
  "forces_ev_per_a": [[-1.7, -0.2, 0.5], [3.0, -2.1, 0.9], [-2.9, 0.7, 0.9], [2.1, 3.4, 1.7], [-0.6, -3.5, -2.7], [-0.1, 0.0, -0.5], [-0.2, 1.5, -0.9], [-0.1, 0.1, 0.3], [0.2, -0.1, 0.3], [1.0, -0.3, 0.0], [-0.3, 0.0, 0.6], [-1.2, 0.5, 0.2], [0.9, 0.0, -1.2]],
  "orbital_gap_ev": [7.3, 6.6],
  "total_charge": 2,
  "lumo_energy_ev": [-13.07, -13.31],
  "de_lowest_kj_mol": 219.7
}


6.
{
  "formula": "C6H10O",
  "method": "wB97M-V/def2-TZVPD",
  "symbols": ["C", "C", "C", "C", "O", "C", "C", "H", "H", "H", "H", "H", "H", "H", "H", "H", "H"],
  "positions_angstrom": [[-2.118919, 0.417562, -0.240086], [-0.934836, -0.461642, -0.425515], [0.262941, 0.032216, -1.200135], [1.198979, -0.067132, 0.016473], [2.568637, 0.157939, -0.070906], [0.575345, -1.176524, 0.799937], [0.388767, 0.652970, 1.010414], [-2.768501, 0.152311, -1.087697], [-2.680293, 0.176733, 0.667736], [-1.953375, 1.511529, -0.286972], [0.230866, 1.067698, -1.583113], [0.540226, -0.655520, -2.009989], [2.959775, -0.589897, -0.542121], [0.951960, -1.293874, 1.819476], [0.272773, -2.128385, 0.382060], [0.747235, 0.713691, 2.034960], [-0.241581, 1.490333, 0.715472]],
  "forces_ev_per_a": [[0.0, 0.0, 0.0], [-0.1, 0.2, -0.1], [0.0, 0.0, -0.1], [-0.4, 0.0, 0.2], [0.1, -0.2, -0.1], [0.3, -0.4, 0.1], [0.1, 0.4, 0.1], [0.0, 0.0, 0.1], [0.1, 0.0, -0.1], [0.0, -0.1, 0.0], [0.0, -0.1, 0.1], [0.0, 0.1, 0.1], [0.0, 0.1, 0.1], [-0.1, 0.1, -0.1], [0.0, 0.2, 0.0], [0.0, -0.1, -0.1], [0.1, -0.2, 0.0]],
  "orbital_gap_ev": 8.1,
  "total_charge": 0,
  "lumo_energy_ev": 0.79,
  "de_lowest_kj_mol": 619.0
}


7.
{
  "formula": "C8H22B2O27",
  "method": "wB97M-V/def2-TZVPD",
  "symbols": ["O", "C", "O", "B", "O", "C", "O", "O", "C", "O", "C", "O", "O", "O", "C", "O", "B", "O", "C", "O", "O", "C", "O", "C", "O", "O", "O", "H", "H", "O", "H", "H", "O", "H", "H", "O", "H", "H", "O", "H", "H", "O", "H", "H", "O", "H", "H", "O", "H", "H", "O", "H", "H", "O", "H", "H", "O", "H", "H"],
  "positions_angstrom": [[2.447767, 0.311854, -0.817493], [1.229687, 0.280464, -0.841473], [0.406257, 1.105344, -0.218913], [-1.042623, 0.772734, -0.437743], [-1.043543, -0.423076, -1.322613], [0.288847, -0.723426, -1.646123], [0.613567, -1.628236, -2.466523], [-1.614023, 1.913944, -1.133053], [-2.531833, 2.445714, -0.322883], [-3.315143, 3.302654, -0.602693], [-2.622503, 1.572474, 0.921707], [-1.731553, 0.644714, 0.843017], [-3.474163, 1.709954, 1.812327], [3.622677, -0.479496, 5.165737], [3.058407, -0.711966, 4.090947], [3.243417, -1.841546, 3.314807], [2.246747, -1.725016, 2.216247], [1.806717, -0.340776, 2.290677], [2.213577, 0.260774, 3.346957], [2.051377, 1.404534, 3.662847], [2.912277, -1.986636, 0.885587], [2.253377, -2.935616, 0.223967], [2.486917, -3.427136, -0.827383], [1.036777, -3.350226, 1.071817], [1.108817, -2.705046, 2.227757], [0.075687, -3.956546, 0.681147], [-5.246773, -0.588806, 1.535767], [-5.520933, 0.013644, 0.844317], [-4.299103, -0.665746, 1.425197], [-3.462923, 6.155314, -1.023863], [-3.662683, 5.220074, -0.983223], [-2.886863, 6.244904, -1.783053], [-0.756853, 0.930844, 3.639647], [-0.937233, 0.586314, 2.764997], [-0.260953, 1.734524, 3.483437], [0.954177, 2.492714, -3.453203], [0.597087, 2.465714, -2.565513], [0.184107, 2.493574, -4.021733], [-3.581263, -2.104906, -1.535443], [-4.170023, -2.704456, -1.077043], [-2.829133, -2.013166, -0.950543], [3.265597, -1.690386, -3.538913], [2.620977, -1.974356, -2.890793], [3.752867, -0.991556, -3.102523], [4.773557, 0.365934, 1.151137], [5.339417, -0.183316, 0.608607], [3.917907, -0.061606, 1.114947], [-4.708123, 1.001574, 4.318577], [-3.892603, 0.848874, 4.795917], [-4.428263, 1.227774, 3.431587], [3.397617, 2.601244, 0.268507], [4.066087, 2.231904, 0.845527], [2.803007, 1.872074, 0.092507], [-0.170743, -1.229356, -5.565953], [-0.313653, -0.530066, -4.928153], [-0.107933, -2.025836, -5.038783], [0.083937, -4.061196, -3.496773], [-0.714843, -3.581006, -3.714933], [0.467037, -3.571636, -2.768903]],
  "forces_ev_per_a": [[-2.4, -0.5, -0.4], [0.4, -0.2, -0.2], [0.3, -0.6, 0.0], [2.0, -0.3, -1.0], [2.8, -0.2, 0.1], [-0.8, -2.6, -2.2], [-1.3, 4.1, 3.7], [-0.9, 0.6, 0.6], [-0.7, -0.4, -1.1], [0.2, 0.5, 0.0], [-3.1, 1.3, 2.7], [0.6, -1.3, -0.2], [2.3, -0.2, -2.3], [-1.5, -1.0, -2.7], [3.3, -1.3, 2.7], [-1.3, 1.4, 1.0], [0.7, -1.0, -0.4], [-1.5, -0.4, -2.2], [0.3, 1.3, 1.1], [-0.2, 0.1, -0.1], [-0.3, -0.3, 0.2], [-0.3, -0.1, 1.2], [0.7, 0.0, -1.1], [-1.0, 1.0, 0.0], [0.7, 0.5, 0.5], [0.6, -0.3, 0.1], [-0.4, -0.4, 0.0], [0.0, 0.2, -0.1], [0.3, 0.0, 0.1], [-0.2, 0.6, 0.0], [0.0, -0.5, 0.1], [0.1, 0.0, -0.1], [-0.4, -0.1, 0.4], [0.0, -0.2, -0.2], [0.4, 0.1, 0.0], [0.2, -0.1, -0.2], [-0.1, 0.1, 0.4], [-0.2, 0.0, -0.1], [-0.2, 0.1, -0.2], [-0.2, -0.1, 0.1], [0.4, 0.1, 0.0], [0.5, -0.1, -0.5], [-0.3, -0.1, 0.3], [0.0, 0.2, 0.2], [0.5, 0.2, 0.5], [0.0, -0.2, -0.1], [-0.3, -0.2, -0.3], [-0.4, 0.0, 0.6], [0.3, 0.0, 0.0], [0.2, 0.0, -0.4], [-0.1, 1.2, 0.1], [0.2, -0.3, 0.0], [0.1, -0.2, -0.1], [-0.3, 0.1, -0.5], [0.1, 0.1, 0.2], [0.3, -0.2, 0.3], [-0.1, -0.6, -0.6], [-0.2, 0.1, 0.2], [0.1, 0.2, 0.3]],
  "orbital_gap_ev": 9.6,
  "total_charge": -2,
  "lumo_energy_ev": 3.87,
  "de_lowest_kj_mol": 160.4
}


8.
{
  "formula": "CH5N2O9P2Sc",
  "method": "wB97M-V/def2-TZVPD",
  "symbols": ["Sc", "N", "N", "C", "O", "O", "H", "H", "H", "O", "P", "O", "O", "O", "P", "O", "O", "O", "H", "H"],
  "positions_angstrom": [[-0.195062, 0.151567, 0.217943], [2.156891, -0.113467, 0.079498], [2.492291, -0.250200, 1.453498], [1.484467, -0.148734, 2.439520], [1.802162, 0.011054, 3.586542], [0.273304, -0.284633, 1.950491], [2.630644, -0.836957, -0.441044], [2.458234, 0.786264, -0.280933], [3.388943, 0.100257, 1.749128], [-3.133339, -0.544138, -2.380743], [-2.000502, 0.090968, -1.511347], [-0.603800, -0.484606, -1.714986], [-2.270756, -0.050914, -0.014064], [-1.998083, 1.639257, -1.877167], [-1.255386, 2.724377, -0.812514], [-2.287374, 2.734519, 0.392752], [-1.067500, 4.006944, -1.455372], [-0.014059, 1.939225, -0.304166], [-3.081209, -0.322991, -3.324133], [-2.681167, 1.873909, 0.599599]],
  "forces_ev_per_a": [[0.6, -1.8, -0.4], [-0.2, 0.1, 0.6], [0.0, 0.0, 0.0], [0.6, -0.1, 0.2], [-0.1, 0.0, -0.1], [0.7, -0.5, 2.0], [-0.1, -0.2, -0.2], [0.1, 0.1, 0.0], [0.1, 0.0, 0.0], [0.1, 0.0, -0.2], [-0.3, -0.1, -0.7], [-0.5, -0.1, -0.5], [-0.3, 0.3, -0.3], [0.2, 0.0, 0.3], [-0.5, 0.1, -0.3], [0.0, 0.3, -0.1], [0.1, 0.1, 0.0], [-0.2, 1.8, -0.4], [-0.1, -0.1, 0.2], [0.0, 0.0, 0.0]],
  "orbital_gap_ev": 10.5,
  "total_charge": 0,
  "lumo_energy_ev": -0.24,
  "de_lowest_kj_mol": 22.8
}